Entry 1:
# C20H19FO8P

2 unconnected molecules or ions with the total composition C20H19FO8P (ωB97M-V/def2-TZVPD, the OMol25 dataset).

Structure (XYZ):
```
49
Properties=species:S:1:pos:R:3:forces:R:3:mulliken_charge:R:1
P 0.992 -2.176 -1.419 -0.4 -0.1 0.2 1.00
F 3.338 2.701 -1.234 0.0 0.0 -0.1 -0.30
O 0.846 -3.479 -0.769 0.3 0.0 0.0 -0.76
O -6.660 -0.894 0.279 0.1 0.1 -0.3 -0.79
O -0.140 -1.772 -2.478 0.3 -0.2 -0.3 -0.49
O 2.293 -2.231 -2.360 0.3 0.2 -0.1 -0.66
O 3.597 -3.714 0.239 0.1 0.2 -0.3 -0.50
O -1.661 -2.001 -0.274 0.1 -0.3 0.0 -0.57
O -1.588 2.434 2.082 0.0 0.3 0.0 -0.65
O 2.369 -2.561 1.716 -0.1 0.0 0.1 -0.52
C -2.675 0.124 -0.405 -0.3 0.2 -0.1 0.43
C -1.532 -0.805 -0.231 -0.1 0.1 0.1 -0.11
C 3.609 -0.485 -0.402 0.2 0.3 0.1 -1.61
C -4.819 1.873 -0.694 0.3 -0.3 0.0 -0.38
C -5.857 -0.826 1.352 0.3 0.1 0.4 -0.17
C -3.772 2.212 0.149 -0.1 -0.3 -0.1 -0.91
C 4.167 -1.427 0.671 0.2 0.1 0.4 -0.36
C -1.550 1.672 1.139 0.1 -0.1 0.0 0.15
C -0.248 1.045 0.733 0.2 0.0 0.1 -0.08
C -3.743 -0.227 -1.223 0.0 0.2 0.1 -0.40
C 0.919 1.721 1.049 0.1 -0.3 -0.1 -0.83
C -4.807 0.655 -1.374 -0.1 0.1 0.2 -0.60
C 4.006 2.853 -0.029 0.2 0.1 0.3 -0.41
C -0.198 -0.156 0.029 0.1 0.4 0.0 0.03
C 2.232 0.027 -0.066 -0.3 0.0 0.0 0.56
C 1.042 -0.662 -0.404 0.1 0.0 0.1 1.39
C -2.689 1.344 0.282 -0.1 0.1 -0.2 0.62
C 3.288 -2.613 0.946 0.0 -0.2 0.1 0.16
C 3.382 2.003 1.093 -0.1 -0.3 -0.2 -1.58
C 2.155 1.223 0.672 -0.3 -0.1 0.0 0.82
H 3.993 3.908 0.237 -0.2 0.1 -0.1 0.33
H -5.574 -1.801 1.837 -0.1 0.0 -0.2 0.18
H 2.790 -4.255 0.201 -0.1 0.0 0.1 0.47
H 2.343 -1.477 -2.960 -0.1 0.0 -0.1 0.36
H 3.650 -0.931 -1.376 0.0 -0.3 -0.2 0.63
H -3.754 -1.178 -1.732 0.0 -0.1 0.1 0.44
H -0.387 -2.584 -2.944 -0.3 0.1 0.0 0.39
H -4.846 -0.360 1.165 0.0 0.0 0.0 -0.20
H 5.049 2.579 -0.187 0.0 -0.1 -0.1 0.32
H 4.132 1.311 1.466 0.1 0.0 0.1 0.21
H -5.641 0.396 -2.006 -0.1 -0.1 0.0 0.28
H 3.089 2.639 1.922 0.0 0.1 0.1 0.60
H -5.656 2.544 -0.809 -0.1 0.0 0.0 0.38
H -6.236 -0.218 2.224 -0.1 0.0 -0.1 0.17
H 4.309 0.346 -0.441 -0.1 0.1 -0.1 0.26
H -3.787 3.147 0.689 0.1 0.0 0.1 0.45
H 5.194 -1.691 0.429 0.0 -0.3 -0.1 0.43
H 0.852 2.647 1.601 -0.1 0.0 0.1 0.54
H 4.183 -0.884 1.615 0.1 0.1 0.1 0.28
```
Positions in Å, forces in eV/Å.

For the total energy, the calculation gives -49437.2426 eV. For the largest force on an atom, the calculation gives 0.56 eV Å⁻¹. As for the spin multiplicity: 1. The frontier orbital gap is 4.240 eV. Its charge is -1. The value obtained for the energy above the lowest of the compared OMol25 structures with the same formula, charge and spin is 0.0 kcal/mol. For the HOMO energy, the calculation gives -2.48 eV.

---

Entry 2:
# C22H17N2O5

2 unconnected molecules or ions with the total composition C22H17N2O5 (ωB97M-V/def2-TZVPD, the OMol25 dataset).

Structure (XYZ):
```
46
Properties=species:S:1:pos:R:3:forces:R:3:mulliken_charge:R:1
O -1.779 3.999 8.378 0.1 -0.4 -0.3 -0.73
O -0.211 -1.675 1.739 0.9 0.9 0.0 -0.68
O 1.007 1.458 5.756 -0.4 0.3 0.2 -0.76
O -3.651 1.195 5.280 0.4 0.3 0.2 -0.75
O 1.506 2.734 2.462 0.1 -1.2 -0.5 -0.69
N -2.715 2.596 6.798 1.0 0.6 0.7 0.06
N -0.373 2.772 7.014 -1.0 0.3 0.4 0.07
C -3.300 1.090 1.264 0.6 -0.2 0.4 -0.40
C -2.595 1.685 5.725 -0.4 -0.4 -0.6 0.39
C 0.792 3.229 7.729 0.3 0.0 0.1 -1.11
C -2.335 0.544 2.143 -1.3 -0.8 0.2 0.83
C -1.296 1.429 5.252 -0.1 -0.2 0.6 0.01
C -4.480 0.402 0.985 0.0 -0.2 0.2 -0.56
C 2.834 -1.778 1.414 0.1 0.1 -0.1 -0.35
C -1.075 1.240 2.401 1.0 0.3 -1.2 -1.32
C 2.513 0.591 1.867 0.5 -0.5 -0.1 0.21
C 4.213 -1.556 1.339 -0.2 0.5 0.1 -0.45
C -3.852 -1.319 2.572 0.0 0.2 -0.3 -0.91
C 0.159 0.721 2.159 -0.7 0.2 0.4 1.31
C -4.047 2.877 7.273 -0.3 0.0 0.1 -1.11
C 1.996 -0.696 1.662 0.6 0.2 0.1 -0.20
C 3.884 0.821 1.796 0.0 -0.1 -0.1 -0.42
C 4.735 -0.256 1.522 -0.4 -0.3 0.0 -0.43
C -2.639 -0.671 2.791 -0.1 0.4 -0.2 0.17
C -1.634 3.185 7.468 0.1 -0.5 -0.7 0.82
C -0.158 1.839 5.974 0.3 -0.4 -0.6 -0.06
C 0.514 -0.691 1.830 -0.7 -0.4 0.1 0.91
C 1.414 1.544 2.204 -0.6 0.7 0.5 -0.41
C -4.765 -0.805 1.641 0.4 0.2 0.1 -0.40
H 2.395 -2.766 1.294 0.2 0.2 0.0 0.46
H -5.689 -1.346 1.430 0.2 0.2 0.1 0.36
H -1.122 2.311 2.615 0.0 -0.2 0.0 0.38
H -5.186 0.814 0.260 0.2 -0.1 0.2 0.35
H 4.263 1.828 1.956 0.0 -0.2 0.0 0.46
H -4.465 1.980 7.744 -0.1 0.2 -0.1 0.28
H -3.990 3.687 7.994 0.0 0.0 0.0 0.36
H -1.158 0.644 4.528 0.0 0.0 0.3 0.25
H 1.237 2.392 8.280 0.0 0.2 -0.1 0.29
H -1.920 -1.093 3.491 -0.3 0.1 -0.2 0.34
H -4.070 -2.231 3.130 0.0 0.3 -0.2 0.36
H -3.067 2.043 0.783 -0.2 -0.3 0.1 0.39
H -4.681 3.143 6.425 0.0 0.0 0.2 0.30
H 0.485 4.012 8.418 0.0 0.0 0.0 0.37
H 5.813 -0.100 1.459 -0.3 0.0 0.0 0.37
H 4.887 -2.390 1.144 -0.2 0.2 0.1 0.37
H 1.528 3.599 7.011 0.0 0.0 0.2 0.29
```
Positions in Å, forces in eV/Å.

For the total energy, the calculation gives -36310.4169 eV. For the largest force on an atom, the calculation gives 1.57 eV Å⁻¹. As for the spin multiplicity: 1. The frontier orbital gap is 5.979 eV. Its charge is -1. The value obtained for the energy above the lowest of the compared OMol25 structures with the same formula, charge and spin is 0.0 kcal/mol. For the HOMO energy, the calculation gives -4.11 eV.

---

Entry 3:
# C22H28BF3MoN12S

A molecular structure, C22H28BF3MoN12S (ωB97M-V/def2-TZVPD, the OMol25 dataset).

Structure (XYZ):
```
68
Properties=species:S:1:pos:R:3:forces:R:3:mulliken_charge:R:1
Mo -0.340 -0.747 0.486 -0.1 0.1 0.0 -0.25
S -1.792 1.500 0.507 0.0 0.1 0.0 0.36
F -2.997 5.707 0.233 0.0 -0.1 0.0 -0.26
F -3.793 3.707 0.034 0.0 0.0 0.0 -0.19
F -1.866 4.200 -0.829 0.0 0.0 -0.1 -0.18
N -0.775 -0.544 2.677 0.1 0.0 0.0 0.49
N 1.211 -1.942 -1.740 0.0 -0.1 0.0 0.48
N -1.113 -0.307 -1.502 -0.1 -0.1 0.1 0.83
N 1.375 -1.690 1.609 0.0 0.0 0.1 -0.18
N 1.204 0.570 -0.067 0.0 -0.1 -0.1 0.78
N -0.251 -0.103 -2.531 0.0 0.0 -0.1 -0.16
N 1.816 0.494 -1.285 0.1 0.1 0.1 -0.14
N -0.917 2.312 2.869 0.1 0.0 0.0 -0.61
N 0.366 -2.305 -0.742 0.1 0.1 0.0 0.43
N 2.031 -0.509 -3.611 -0.1 0.0 0.1 0.32
N 3.389 -0.402 -3.467 0.0 -0.1 -0.2 -1.04
N -2.177 -1.991 0.746 0.0 -0.1 0.0 -0.31
C 2.901 -1.295 -5.489 0.0 0.1 0.1 -0.87
C 3.903 -0.848 -4.595 0.0 0.0 0.0 -0.28
C -1.988 4.009 1.506 0.0 -0.1 -0.1 -0.12
C 0.350 -0.905 3.593 0.0 -0.1 0.0 -0.78
C 1.793 1.583 0.607 0.0 0.0 0.0 -0.36
C -0.940 0.282 -3.613 0.0 0.0 0.0 -0.03
C -2.291 0.302 -3.306 0.0 0.0 0.0 -1.66
C 1.731 -1.080 -4.824 0.0 0.0 0.0 -0.25
C -2.352 -0.076 -1.979 0.1 0.0 0.0 -0.11
C 2.775 2.158 -0.168 0.0 0.0 0.0 -1.68
C -2.079 -1.192 3.019 0.0 -0.1 0.0 -0.75
C 2.755 1.440 -1.361 0.0 0.0 0.0 0.19
C -2.678 4.424 0.211 0.0 0.0 0.0 0.62
C 1.352 -4.147 -1.528 0.0 0.0 0.0 -1.42
C -1.155 4.555 3.670 0.0 0.0 0.0 -0.70
C -2.321 -2.419 2.166 0.0 0.1 0.0 -0.45
C 1.806 -3.035 -2.229 0.0 0.0 0.0 -0.06
C -1.787 4.947 2.502 0.0 0.0 0.1 -0.43
C 0.454 -3.644 -0.607 0.0 0.0 0.0 -0.22
C 1.106 -2.071 3.019 0.0 0.0 -0.1 -0.71
C -0.741 3.216 3.809 0.0 0.0 0.0 -0.37
C -1.532 2.678 1.720 -0.1 0.0 -0.1 0.36
B 1.244 -0.482 -2.353 0.0 -0.1 -0.1 0.34
H 3.367 1.525 -2.244 0.0 0.0 0.0 0.65
H -0.120 -4.174 0.139 0.0 0.0 0.0 0.45
H -2.120 5.966 2.362 0.0 0.0 0.0 0.59
H 2.114 -0.985 1.589 0.0 0.0 0.0 0.29
H -2.873 -0.462 2.845 0.0 0.0 0.0 0.32
H 0.521 -2.989 3.029 0.0 0.0 0.0 0.30
H 3.025 -1.702 -6.477 0.0 0.0 0.0 0.47
H -2.178 -2.796 0.121 0.0 0.0 0.0 0.31
H 2.507 -2.960 -3.048 0.0 0.0 0.0 0.45
H 1.009 -0.036 3.653 0.0 0.0 0.0 0.38
H -1.586 -3.198 2.366 0.0 0.0 0.0 0.21
H -3.226 -0.153 -1.352 0.0 0.0 0.0 0.42
H -3.108 0.561 -3.957 0.0 0.0 0.0 0.48
H 3.423 2.979 0.085 0.0 0.0 0.0 0.48
H -0.980 5.255 4.476 0.0 0.0 0.0 0.46
H -3.009 -1.460 0.487 0.0 0.0 0.0 0.30
H 0.722 -1.302 -5.126 0.0 0.0 0.0 0.58
H -2.104 -1.450 4.078 0.0 0.0 0.0 0.43
H -0.023 -1.105 4.597 0.0 0.0 0.0 0.47
H -0.892 0.473 2.830 0.0 0.1 0.0 0.31
H 2.035 -2.260 3.556 0.0 0.0 0.0 0.48
H 1.752 -2.486 1.097 0.0 0.0 0.0 0.26
H 1.464 1.834 1.605 0.0 0.0 0.0 0.47
H 1.626 -5.176 -1.685 0.0 0.0 0.0 0.50
H 4.973 -0.833 -4.741 0.0 0.0 0.0 0.49
H -0.256 2.891 4.721 0.0 0.0 0.0 0.50
H -3.308 -2.837 2.362 0.0 0.0 0.0 0.51
H -0.434 0.530 -4.530 0.0 0.0 0.0 0.81
```
Positions in Å, forces in eV/Å.

For the total energy, the calculation gives -62647.7101 eV. For the largest force on an atom, the calculation gives 0.21 eV Å⁻¹. As for the spin multiplicity: 4. The frontier orbital gap (alpha / beta) is 6.492 / 4.247 eV. Its charge is +3. The value obtained for the energy above the lowest of the compared OMol25 structures with the same formula, charge and spin is 0.3 kcal/mol. For the HOMO energy (alpha / beta), the calculation gives -16.46 / -16.46 eV.

---

Entry 4:
# C3H3FS2

2 unconnected molecules or ions with the total composition C3H3FS2 (ωB97M-V/def2-TZVPD, the OMol25 dataset).

Structure (XYZ):
```
9
Properties=species:S:1:pos:R:3:forces:R:3:mulliken_charge:R:1
S -4.020 -0.130 -0.341 2.1 -0.3 0.5 0.04
S 2.144 -1.967 -0.331 -0.3 0.4 0.1 -0.19
F -4.128 -1.566 0.462 0.1 0.7 -0.4 -0.22
C -0.985 0.365 -0.016 -2.1 -0.7 -0.2 -0.62
C -0.235 -0.660 -0.284 -0.3 -0.3 -0.2 0.31
C 1.189 -0.718 0.048 0.6 -0.2 -0.1 -0.31
H 1.586 0.138 0.582 0.1 0.1 0.0 0.31
H -1.031 1.330 0.430 0.0 0.4 0.2 0.34
H -0.626 -1.543 -0.775 -0.2 0.0 0.0 0.33
```
Positions in Å, forces in eV/Å.

For the total energy, the calculation gives -27541.5373 eV. For the largest force on an atom, the calculation gives 2.20 eV Å⁻¹. As for the spin multiplicity: 1. The frontier orbital gap (alpha / beta) is 6.425 / 6.427 eV. Its charge is 0. The value obtained for the energy above the lowest of the compared OMol25 structures with the same formula, charge and spin is 114.5 kcal/mol. For the HOMO energy (alpha / beta), the calculation gives -9.01 / -9.01 eV.